{"formula": "C4H12BrO2S2", "method": "wB97M-V/def2-TZVPD", "charge": -1, "e_lumo_ev": 3.1, "e_above_lowest_kcal_mol": 41.5, "energy_ev": -100148.5203, "spin_multiplicity": 1, "symbols": ["Br", "C", "S", "O", "C", "H", "H", "H", "H", "H", "H", "C", "S", "O", "C", "H", "H", "H", "H", "H", "H"], "positions_angstrom": [[1.498, -0.327, 0.467], [1.225, 2.602, -2.360], [0.234, 3.950, -1.865], [0.478, 5.028, -2.963], [1.172, 4.409, -0.409], [1.982, 3.055, -2.606], [0.758, 2.084, -3.319], [1.148, 1.660, -1.516], [1.191, 3.793, 0.533], [0.789, 5.326, -0.229], [2.036, 4.678, -0.785], [-1.295, -2.478, 0.790], [-0.870, -3.188, 2.370], [-1.922, -2.807, 3.370], [-1.178, -4.869, 1.911], [-0.447, -2.917, 0.171], [-1.146, -1.402, 0.692], [-2.098, -2.840, 0.549], [-2.208, -5.048, 1.466], [-0.866, -5.615, 2.729], [-0.487, -5.098, 1.008]], "nbo_charge": [-0.963, -0.823, 1.193, -1.000, -0.812, 0.181, 0.227, 0.314, 0.264, 0.218, 0.211, -0.787, 1.270, -1.008, -0.871, 0.233, 0.290, 0.172, 0.222, 0.241, 0.228]}